1.
Density functional theory data (ωB97M-V with the def2-TZVPD basis set) for a cluster of 2 separate species, C5H11NO in total.

Values from the calculation:
SMILES ... [H]/N=C/C.C=C(C)O
Relative energy (zero: lowest compared OMol25 entry of this formula, charge and spin) ... 47.7 kcal/mol

Geometry (Å):
H 1.8809 -2.2081 -0.6835
N 1.5539 -1.3644 -0.2187
C 2.3299 -0.3744 -0.3016
C 2.2799 0.8575 0.5786
H 3.2694 -0.4277 -0.8693
H 1.3421 0.9367 1.1188
H 3.0860 0.7881 1.3082
H 2.4383 1.7565 -0.0159
C -1.1293 0.3027 -1.2234
C -1.5134 -0.1011 -0.0088
C -2.9435 0.0510 0.4456
O -0.7329 -0.4401 1.0498
H -1.7877 0.8694 -1.8564
H -0.2712 -0.0513 -1.7672
H -3.2836 -0.8664 0.9228
H -3.5998 0.3003 -0.3827
H -3.0013 0.8477 1.1869
H 0.0822 -0.8765 0.7167

Atomic forces in eV per Å
H -0.08 0.32 -0.40
N -0.32 -0.02 0.59
C 1.47 0.14 0.73
C -0.68 -0.29 -0.59
H -0.20 -0.08 -0.24
H -0.13 0.02 -0.01
H 0.15 -0.09 -0.07
H 0.03 0.03 0.01
C 0.15 -0.72 -0.63
C -0.80 1.35 0.61
C 0.30 0.46 0.02
O -0.07 -1.06 -0.49
H -0.69 -0.33 -0.04
H 0.77 0.35 0.51
H 0.03 -0.08 -0.04
H -0.02 -0.04 -0.05
H -0.09 0.00 0.16
H 0.17 0.04 -0.07

2.
Density functional theory data (ωB97M-V with the def2-TZVPD basis set) for a cluster of 2 separate species, C5H11NO in total.

Values from the calculation:
SMILES ... C=CCNC=C.O
Relative energy (zero: lowest compared OMol25 entry of this formula, charge and spin) ... 114.3 kcal/mol

Geometry (Å):
C -0.1488 -0.8525 2.8143
C -0.8857 -0.3178 1.8363
C -0.3377 0.8045 0.9380
N 0.1740 -0.0431 -0.1045
C -0.6000 -0.6767 -1.0232
C -1.4720 0.1391 -1.6807
H 0.7244 -0.4710 3.3180
H -0.5970 -1.7412 3.5434
H -1.8870 -0.7219 1.7815
H 0.5962 0.9708 1.5540
H -0.9337 1.7071 0.7592
H 0.8676 0.1459 -0.6814
H -0.5512 -1.7359 -1.0383
H -1.5235 1.2286 -1.4840
H -2.1333 -0.3154 -2.4509
O 3.1895 0.7811 -2.6664
H 3.1858 -0.1201 -2.7033
H 2.3322 1.2184 -2.7118

Atomic forces in eV per Å
C -2.18 -2.06 2.69
C -0.23 0.52 1.71
C 2.06 -2.21 2.20
N -1.01 -1.00 2.43
C -4.52 2.35 -1.33
C -0.02 -2.21 -0.73
H 0.59 0.30 -0.76
H 0.92 2.23 -2.33
H -0.12 0.01 -0.76
H -0.94 1.09 -0.87
H 0.00 -0.34 -0.22
H 5.11 2.53 -1.74
H -0.05 -0.93 -0.68
H 0.12 -0.93 -0.20
H 0.30 0.66 0.62
O 0.67 4.38 0.32
H -0.77 -3.56 -0.23
H 0.05 -0.82 -0.10

3.
Density functional theory data (ωB97M-V with the def2-TZVPD basis set) for a cluster of 2 separate species, C5H11NO in total.

Values from the calculation:
SMILES ... CN=C=O.CCC
Relative energy (zero: lowest compared OMol25 entry of this formula, charge and spin) ... 32.4 kcal/mol

Geometry (Å):
C -0.3300 1.4809 2.6454
N -0.0693 1.2923 1.2417
C 0.9760 0.8791 0.7892
O 1.9670 0.4914 0.3033
H -0.9905 0.6907 3.0110
H -0.8140 2.4473 2.7776
H 0.6118 1.4495 3.1934
C 0.1902 0.0288 -2.2036
C -0.6119 -0.4980 -1.0136
C -0.0469 -1.8243 -0.5048
H 1.2648 0.0934 -1.9920
H -0.1438 1.0198 -2.5303
H 0.0679 -0.6664 -3.0404
H -0.7392 0.2261 -0.2159
H -1.6538 -0.6301 -1.3061
H -0.2002 -2.5905 -1.2712
H 1.0322 -1.7729 -0.3099
H -0.5366 -2.1615 0.4162

Atomic forces in eV per Å
C -0.02 0.13 0.46
N 0.87 0.09 -0.13
C 0.59 0.24 0.30
O -0.56 0.29 0.22
H 0.03 0.14 -0.02
H 0.02 -0.08 0.15
H -0.19 0.11 0.31
C -0.05 -0.02 -0.12
C -0.32 -0.13 -0.18
C -0.07 -0.10 -0.03
H -0.27 -0.04 0.03
H -0.01 -0.15 0.03
H 0.06 0.14 -0.05
H 0.21 -0.33 -0.55
H -0.10 -0.33 -0.37
H 0.05 -0.06 0.14
H -0.25 0.08 -0.05
H 0.01 0.03 -0.15

4.
Density functional theory data (ωB97M-V with the def2-TZVPD basis set) for a cluster of 2 separate species, C5H11NO in total.

Values from the calculation:
SMILES ... C=C/C=C/CN.O
Relative energy (zero: lowest compared OMol25 entry of this formula, charge and spin) ... 87.3 kcal/mol

Geometry (Å):
C 0.5049 1.1406 1.5997
C 1.4081 0.4619 0.8719
C 1.1174 0.1443 -0.5508
C -0.1477 -0.1631 -0.9335
C -0.6102 -0.6148 -2.2727
N 0.3953 -1.4976 -2.9106
H 0.8140 1.4326 2.5979
H -0.2291 1.7209 1.0828
H 2.3294 0.1529 1.3415
H 2.0697 0.0459 -0.9994
H -0.7769 0.6633 -0.6304
H -0.7632 0.2558 -2.9431
H -1.5791 -1.1582 -2.2021
H 1.3272 -1.3897 -2.5414
H 0.4806 -1.4041 -3.9184
O -2.0289 0.3218 3.6216
H -2.8804 0.7051 3.8499
H -1.4194 1.0566 3.5192

Atomic forces in eV per Å
C 2.33 0.47 0.06
C -2.19 1.41 0.21
C -0.14 -1.19 1.60
C 1.23 2.59 -1.66
C 1.01 -0.89 -1.39
N -0.23 -0.30 -0.22
H -0.46 -0.07 0.15
H -0.87 -0.12 0.14
H 0.12 -0.36 -0.22
H 0.54 -1.19 -1.47
H -1.20 -0.89 1.63
H -0.26 -0.08 0.54
H 0.57 0.36 0.09
H -0.07 0.17 0.25
H -0.35 0.11 0.28
O -0.06 -0.17 0.02
H 0.05 0.08 0.00
H -0.02 0.07 -0.03

5.
Density functional theory data (ωB97M-V with the def2-TZVPD basis set) for a cluster of 2 separate species, C5H11NO in total.

Values from the calculation:
SMILES ... CC(C)=O.C=NC
Relative energy (zero: lowest compared OMol25 entry of this formula, charge and spin) ... 39.2 kcal/mol

Geometry (Å):
C -0.7097 0.7408 -1.6785
C 0.2663 -0.4113 -1.6212
C 1.7089 -0.0833 -1.2831
O -0.0842 -1.5516 -1.8371
H -1.7330 0.3654 -1.7761
H -0.4666 1.3691 -2.5460
H -0.6206 1.3655 -0.7825
H 2.3735 -0.5644 -2.0078
H 1.9146 -0.4997 -0.2891
H 1.8943 0.9961 -1.2647
C -1.3948 -0.9132 1.1604
N -0.1740 -0.6552 1.3662
C 0.1435 0.3004 2.4107
H -1.6626 -1.6046 0.3606
H -2.2221 -0.4547 1.7263
H 0.5468 -0.2620 3.2596
H 0.9406 0.9666 2.0582
H -0.7208 0.8962 2.7439

Atomic forces in eV per Å
C -0.11 0.05 -0.03
C 0.02 -0.29 0.02
C 0.00 0.04 0.00
O 0.10 0.36 0.00
H 0.22 0.08 0.00
H -0.04 -0.08 0.15
H 0.02 -0.09 -0.15
H -0.12 0.06 0.14
H -0.05 0.07 -0.23
H -0.01 -0.20 -0.02
C 0.18 0.04 -0.08
N -0.56 0.05 -0.03
C 0.14 -0.06 0.12
H 0.08 0.00 0.13
H 0.21 0.00 -0.03
H -0.02 0.17 -0.03
H -0.20 -0.08 0.08
H 0.14 -0.11 -0.04

6.
Density functional theory data (ωB97M-V with the def2-TZVPD basis set) for the molecule C5H11NO.

Values from the calculation:
SMILES ... CC(C)[C@H](N)C=O
Relative energy (zero: lowest compared OMol25 entry of this formula, charge and spin) ... 26.9 kcal/mol

Geometry (Å):
C -1.7720 -0.3511 1.4403
C -1.1101 0.0971 0.1345
C -1.1661 1.6303 -0.0688
C 0.2841 -0.4965 0.0252
N 1.1860 0.0480 1.0779
C 0.9644 -0.2402 -1.3028
O 1.6794 -1.0407 -1.8473
H -2.5516 0.3525 1.7307
H -2.2316 -1.3296 1.3261
H -1.0249 -0.4056 2.2296
H -1.6911 -0.3082 -0.7013
H -0.3288 2.1761 0.3756
H -2.0759 1.9962 0.3955
H -1.1701 1.8938 -1.1236
H 0.2434 -1.5783 0.1517
H 2.0838 -0.4179 0.9934
H 1.3793 1.0264 0.8843
H 0.7991 0.7434 -1.7891

Atomic forces in eV per Å
C 0.12 0.14 -0.10
C -0.38 0.35 -0.32
C 0.36 -0.28 0.20
C 0.69 0.37 0.17
N -0.12 -0.14 -0.42
C -0.32 -0.19 -0.37
O 0.13 -0.11 0.04
H -0.03 -0.06 0.08
H 0.02 -0.14 0.03
H -0.07 0.06 0.13
H 0.00 -0.15 0.06
H -0.08 -0.11 0.17
H -0.11 0.22 -0.10
H -0.10 0.02 -0.09
H -0.01 -0.05 0.07
H -0.02 -0.08 0.12
H -0.08 0.04 0.09
H 0.01 0.12 0.22

7.
Density functional theory data (ωB97M-V with the def2-TZVPD basis set) for a cluster of 2 separate species, C5H11NO in total.

Values from the calculation:
SMILES ... C/C=N\C.CC=O
Relative energy (zero: lowest compared OMol25 entry of this formula, charge and spin) ... 44.7 kcal/mol

Geometry (Å):
C 0.3543 1.7674 1.7209
C 0.1004 1.1167 0.4046
N -0.5939 0.0791 0.2098
C -1.2081 -0.6238 1.3139
H 0.7847 1.0798 2.4531
H 1.0324 2.5950 1.5439
H -0.5779 2.1407 2.1523
H 0.5386 1.6060 -0.4738
H -0.7096 -1.5931 1.4306
H -1.1960 -0.1197 2.2898
H -2.2476 -0.8193 1.0417
C 0.9457 -1.5019 -1.8364
C 0.0010 -0.3870 -2.1494
O 0.3720 0.6802 -2.5879
H 0.8656 -2.1334 -2.7301
H 1.9766 -1.1567 -1.7181
H 0.6263 -2.0448 -0.9473
H -1.0647 -0.6851 -2.1177

Atomic forces in eV per Å
C 0.07 0.19 0.20
C -0.30 -0.17 -0.01
N 0.32 0.22 0.02
C -0.12 -0.14 0.11
H 0.08 0.05 -0.11
H 0.07 0.16 0.33
H 0.06 0.11 -0.03
H -0.14 -0.27 0.06
H -0.11 0.08 -0.02
H 0.06 0.03 -0.22
H 0.05 -0.08 0.09
C 0.08 -0.03 -0.01
C 0.09 0.10 -0.52
O -0.32 -0.12 0.24
H 0.22 -0.27 0.26
H -0.21 0.02 -0.09
H -0.02 -0.15 -0.17
H 0.11 0.25 -0.13

8.
Density functional theory data (ωB97M-V with the def2-TZVPD basis set) for the molecule C5H11NO.

Values from the calculation:
SMILES ... CCC[C@@H](N)C=O
Relative energy (zero: lowest compared OMol25 entry of this formula, charge and spin) ... 33.5 kcal/mol

Geometry (Å):
C 2.3465 0.1782 -0.3330
C 1.0065 0.5678 -0.9272
C -0.0547 -0.4832 -0.6339
C -0.9457 -0.1937 0.6188
N -1.5360 1.1400 0.6243
C -2.0542 -1.2226 0.5785
O -1.9706 -2.2887 1.1274
H 2.7101 -0.7535 -0.7288
H 2.3801 -0.0612 0.7408
H 3.1347 0.9331 -0.4165
H 0.7360 1.5398 -0.5175
H 1.0871 0.7039 -1.9997
H 0.1843 -1.5390 -0.5011
H -0.7896 -0.4754 -1.4565
H -0.2971 -0.3247 1.4943
H -2.1018 1.2879 1.4531
H -0.8137 1.8463 0.6954
H -3.0220 -0.8551 0.1817

Atomic forces in eV per Å
C 0.95 -0.07 0.86
C 0.59 -0.59 0.73
C -2.45 0.62 0.01
C 0.89 0.25 -0.26
N -0.08 0.25 -0.22
C -0.09 0.52 1.58
O 0.02 -0.33 -0.44
H 0.24 -0.32 -0.72
H -0.79 0.34 -0.01
H -0.18 0.00 -0.44
H -0.30 0.02 -0.09
H 0.17 0.01 -0.17
H 0.97 0.17 -0.23
H 0.26 0.00 -0.06
H -0.30 -0.50 0.12
H -0.07 -0.21 -0.01
H 0.03 -0.04 -0.19
H 0.15 -0.12 -0.46

9.
Density functional theory data (ωB97M-V with the def2-TZVPD basis set) for the molecule C5H11NO.

Values from the calculation:
Relative energy (zero: lowest compared OMol25 entry of this formula, charge and spin) ... 108.6 kcal/mol

Geometry (Å):
C 2.2570 0.2690 -0.6765
C 1.4765 0.3459 0.6189
N 0.0279 0.4026 0.4247
C -0.8465 1.1003 1.2172
C -0.7064 -0.7170 0.2243
C -2.0277 -0.9102 -0.5036
O -2.0970 -0.5784 -1.8860
H 3.3306 0.1903 -0.4750
H 2.0751 1.1693 -1.2705
H 1.9491 -0.6057 -1.2576
H 1.6752 -0.5394 1.2456
H 1.7519 1.2239 1.2106
H -1.1978 0.6518 2.1371
H -1.0630 2.1447 0.9985
H -0.2252 -1.6474 0.5501
H -2.2110 -1.9904 -0.4208
H -2.8616 -0.4166 0.0036
H -1.3072 -0.0927 -2.1407

Atomic forces in eV per Å
C -0.01 0.01 -0.11
C 0.06 -0.01 0.09
N -0.20 -0.10 -0.04
C -0.09 0.54 0.31
C 0.13 -0.57 -0.14
C -0.09 -0.14 0.44
O 0.34 0.12 -0.12
H -0.17 0.00 -0.05
H 0.07 -0.13 -0.01
H 0.07 0.12 0.03
H 0.04 0.15 -0.11
H -0.06 -0.08 -0.15
H -0.09 -0.01 -0.12
H -0.01 -0.15 0.07
H -0.10 0.02 -0.02
H -0.06 0.17 -0.03
H 0.14 0.03 -0.12
H 0.03 0.02 0.10

10.
Density functional theory data (ωB97M-V with the def2-TZVPD basis set) for the molecule C5H11NO.

Values from the calculation:
SMILES ... CCN(C=O)CC
Relative energy (zero: lowest compared OMol25 entry of this formula, charge and spin) ... 20.4 kcal/mol

Geometry (Å):
C -2.3640 -0.8982 0.6013
C -1.6277 0.1040 -0.2791
N -0.1652 0.0301 -0.1403
C 0.5265 -1.1184 -0.3285
O 1.7191 -1.1691 -0.5544
C 0.6103 1.2813 -0.3325
C 1.5600 1.5447 0.8416
H -2.2014 -0.5947 1.6366
H -2.1087 -1.9331 0.3845
H -3.4494 -0.9128 0.4602
H -1.9417 -0.0857 -1.3163
H -1.8136 1.1553 -0.0792
H -0.1401 -1.9895 -0.2578
H 1.1666 1.0533 -1.2451
H -0.0340 2.1459 -0.4451
H 2.1505 2.4357 0.6323
H 0.9579 1.5878 1.7440
H 2.2890 0.7391 0.9077

Atomic forces in eV per Å
C -0.54 0.60 0.40
C 0.26 -0.59 -0.63
N -0.08 0.81 0.14
C -0.45 0.26 -0.10
O -0.01 -0.29 0.08
C 0.58 -1.10 0.12
C 0.04 -0.52 -0.82
H 0.14 -0.61 0.12
H 0.49 0.08 0.29
H 0.07 0.53 -0.24
H 0.25 0.20 -0.03
H -0.72 -0.16 0.30
H 0.29 -0.28 -0.09
H 0.21 0.75 -0.04
H -0.35 -0.17 -0.28
H -0.27 0.30 0.32
H 0.25 0.32 0.27
H -0.17 -0.14 0.16

11.
Density functional theory data (ωB97M-V with the def2-TZVPD basis set) for the molecule C5H11NO.

Values from the calculation:
SMILES ... COC1CN(C)C1
Relative energy (zero: lowest compared OMol25 entry of this formula, charge and spin) ... 55.8 kcal/mol

Geometry (Å):
C -0.7648 -2.2648 -1.3646
O -0.4733 -0.8958 -1.4923
C -0.8540 -0.1543 -0.3683
C 0.0247 -0.2934 0.8972
N 0.1974 1.1578 0.9060
C 1.4774 1.7198 1.2599
C -0.3647 1.2993 -0.4410
H -0.4282 -2.7522 -2.2828
H -1.8453 -2.4370 -1.2397
H -0.2383 -2.7167 -0.5098
H -1.9305 -0.2695 -0.1679
H -0.4383 -0.6958 1.8068
H 0.9484 -0.8562 0.6784
H 2.3423 1.1269 0.9046
H 1.5579 1.8022 2.3507
H 1.5575 2.7280 0.8403
H 0.3631 1.4217 -1.2576
H -1.1315 2.0799 -0.5199

Atomic forces in eV per Å
C -0.05 -0.28 -0.02
O 0.04 0.06 -0.04
C -0.13 0.10 0.13
C 0.02 -0.24 0.11
N -0.01 0.07 0.16
C 0.07 0.10 0.05
C -0.09 0.12 -0.18
H -0.07 0.04 0.15
H 0.15 0.04 -0.01
H -0.07 0.08 -0.11
H 0.17 0.03 -0.07
H 0.08 -0.01 -0.15
H -0.08 0.11 0.00
H -0.22 0.07 -0.07
H 0.05 0.00 -0.16
H 0.00 -0.12 0.10
H 0.01 -0.06 0.17
H 0.15 -0.12 -0.03

12.
Density functional theory data (ωB97M-V with the def2-TZVPD basis set) for a cluster of 3 separate species, C5H11NO in total.

Values from the calculation:
Relative energy (zero: lowest compared OMol25 entry of this formula, charge and spin) ... 92.3 kcal/mol

Geometry (Å):
C 0.1769 0.1218 2.1585
C -0.5303 -0.7749 1.1535
N -0.4488 -0.1986 -0.1813
C -0.5103 -1.1053 -1.2912
C 0.7848 -0.4645 -0.9138
C 1.3353 0.6810 -1.7084
O 0.6546 1.5007 -2.2706
H 0.0719 -0.2954 3.1631
H -0.2326 1.1361 2.1726
H 1.2414 0.2113 1.9117
H -0.0973 -1.7940 1.1901
H -1.5951 -0.8756 1.3985
H -0.6150 -2.1702 -1.0724
H -1.0303 -0.7315 -2.1689
H 1.5254 -1.0995 -0.4255
H 2.4444 0.7456 -1.7281
H -1.8103 2.7801 -1.2355
H -1.4213 2.2771 -0.4408

Atomic forces in eV per Å
C 0.01 0.03 0.06
C 0.01 -0.04 0.11
N -0.09 0.04 0.04
C -0.20 -0.10 -0.11
C 0.21 0.05 0.08
C -0.12 0.13 0.05
O 0.24 -0.37 0.09
H 0.14 0.04 -0.07
H -0.08 -0.18 -0.11
H -0.13 -0.10 0.11
H -0.04 0.19 -0.07
H 0.18 0.06 -0.03
H 0.06 0.19 -0.09
H 0.07 -0.06 0.09
H -0.09 0.08 -0.08
H -0.10 0.00 -0.07
H 1.71 -2.19 3.63
H -1.79 2.22 -3.63

13.
Density functional theory data (ωB97M-V with the def2-TZVPD basis set) for the molecule C5H11NO.

Values from the calculation:
SMILES ... CCN(C)C(C)=O
Relative energy (zero: lowest compared OMol25 entry of this formula, charge and spin) ... 44.4 kcal/mol

Geometry (Å):
C -2.1890 0.3669 -0.2077
C -0.8873 -0.4410 -0.4837
N 0.2869 0.3427 0.0183
C 0.5516 1.7320 -0.4285
C 1.4585 -0.2899 0.2921
C 1.3822 -1.6857 0.8961
O 2.5720 0.2730 0.0045
H -2.1572 1.0080 0.6751
H -2.4991 1.1512 -0.9312
H -3.0174 -0.3266 -0.2198
H -0.6819 -0.9157 -1.5840
H -0.8560 -1.2822 0.2801
H 1.0121 2.2318 0.3528
H -0.2603 2.4724 -0.6757
H 1.1305 1.6155 -1.2772
H 0.6112 -2.3748 0.4733
H 2.3675 -2.1872 0.7803
H 1.1755 -1.6902 2.0351

Atomic forces in eV per Å
C 0.00 0.50 -1.50
C 0.94 -0.43 0.92
N -0.91 0.85 -0.61
C -2.64 -0.21 -0.35
C 2.85 0.79 -1.16
C 0.34 -1.19 1.36
O -3.05 -1.98 1.53
H 0.29 -0.86 0.53
H 0.69 -0.70 -0.35
H -0.31 -0.12 0.45
H -0.81 1.42 2.45
H -0.71 0.76 -1.47
H 1.59 0.71 1.29
H -0.23 -1.69 0.20
H 1.58 0.52 -1.63
H 0.73 0.72 0.13
H -0.62 0.50 -0.02
H 0.26 0.43 -1.77